[1]
This record from the OMol25 dataset describes one molecule with the formula C5H11N at a distorted geometry. The level of theory is ωB97M-V with the def2-TZVPD basis set.

```
17
Properties=species:S:1:pos:R:3:lowdin_charge:R:1
C -1.666 0.966 0.491 -0.068
C -1.376 -0.482 -0.563 -0.137
N -0.033 -0.985 -0.582 -0.122
C 0.562 -1.315 0.705 -0.095
C 0.863 -0.031 0.013 -0.371
C 2.148 0.409 -0.626 -0.047
H -2.427 0.645 1.188 0.031
H -1.037 1.625 1.168 0.071
H -2.049 1.720 -0.195 0.041
H -2.048 -1.340 -0.345 0.105
H -1.613 -0.153 -1.586 0.093
H -0.067 -1.269 1.596 0.108
H 1.248 -2.162 0.673 0.105
H 0.188 0.750 0.392 0.064
H 2.720 0.984 0.110 0.074
H 1.938 1.068 -1.478 0.075
H 2.765 -0.423 -0.977 0.076
```

Summary:
LUMO energy ... 1.082 eV
Calculated total energy ... -251.75340 Ha
Frontier orbital gap ... 10.1 eV
SMILES ... CCN1C[C@H]1C

---

[2]
This record from the OMol25 dataset describes C16H15ClSm as an isolated structure at a distorted geometry. The level of theory is ωB97M-V with the def2-TZVPD basis set.

```
33
Properties=species:S:1:pos:R:3:lowdin_charge:R:1
C -0.851 2.881 -2.283 -0.248
C -2.001 2.418 -1.558 -0.239
C -1.959 0.981 -1.516 -0.210
H -2.795 3.044 -1.146 0.107
C -0.796 0.559 -2.242 -0.211
C -0.105 1.730 -2.702 -0.242
H 0.785 1.743 -3.330 0.105
H -0.614 3.921 -2.512 0.102
H -2.707 0.323 -1.070 0.104
H -0.505 -0.471 -2.448 0.111
Sm -0.005 1.790 -0.182 1.336
Cl -0.027 3.239 1.861 -0.273
C -1.677 -2.001 2.619 -0.220
C -1.715 -2.659 1.350 -0.229
C -2.884 -2.217 0.659 -0.238
H -0.969 -3.352 0.966 0.048
C -3.570 -1.287 1.502 -0.237
C -2.825 -1.156 2.711 -0.222
H -3.097 -0.538 3.565 0.050
H -0.920 -2.141 3.385 0.050
H -3.200 -2.534 -0.331 0.048
H -4.514 -0.797 1.275 0.047
C 4.502 -0.567 0.292 -0.124
C 4.128 0.670 -0.239 -0.115
C 2.753 0.961 -0.466 -0.226
C 1.807 0.017 -0.077 -0.272
C 2.139 -1.206 0.460 -0.123
C 3.516 -1.508 0.625 -0.096
H 5.562 -0.794 0.455 0.092
H 4.878 1.429 -0.482 0.088
H 2.479 1.931 -0.931 0.060
H 1.377 -1.930 0.768 0.085
H 3.812 -2.481 1.025 0.092
```

Summary:
LUMO energy (spin up / spin down) ... 2.112 / 2.157 eV
Charge ... -1
Calculated total energy ... -1736.82739 Ha
Frontier orbital gap (spin up / spin down) ... 5.0 / 5.0 eV
Expectation value of S² ... 8.77
Multiplicity ... 6

---

[3]
This record from the OMol25 dataset describes a 9-piece molecular cluster, C27H63N9O9 overall at a distorted geometry. The level of theory is ωB97M-V with the def2-TZVPD basis set.

```
108
Properties=species:S:1:pos:R:3:lowdin_charge:R:1
C 1.834 -4.158 -4.636 -0.042
N 0.429 -4.144 -4.245 -0.181
C -0.425 -5.201 -4.758 -0.042
C 0.031 -3.345 -3.249 -0.383
O -1.093 -3.338 -2.771 -0.016
H 2.435 -4.586 -3.825 0.086
H 2.218 -3.151 -4.793 0.074
H 2.050 -4.766 -5.510 0.089
H -0.059 -6.170 -4.403 0.090
H -1.414 -5.110 -4.317 0.081
H -0.453 -5.193 -5.844 0.088
H 0.839 -2.644 -2.988 0.131
C 1.175 -3.867 5.573 -0.049
N 1.934 -2.998 4.668 -0.197
C 3.388 -3.218 4.695 -0.028
C 1.438 -1.924 4.063 -0.379
O 2.134 -1.123 3.456 0.002
H 1.607 -4.865 5.524 0.081
H 0.134 -3.918 5.263 0.085
H 1.296 -3.528 6.603 0.090
H 3.849 -2.233 4.783 0.091
H 3.638 -3.888 5.508 0.084
H 3.757 -3.618 3.749 0.086
H 0.344 -1.833 4.158 0.140
C -0.306 1.504 -1.089 -0.044
N 0.183 0.467 -0.205 -0.171
C 0.576 -0.736 -0.946 -0.042
C 0.025 0.472 1.133 -0.304
O -0.474 1.401 1.738 -0.001
H -1.096 1.028 -1.681 0.086
H 0.508 1.849 -1.727 0.085
H -0.733 2.341 -0.537 0.078
H 1.158 -1.441 -0.350 0.070
H -0.316 -1.292 -1.250 0.085
H 1.175 -0.409 -1.794 0.070
H 0.317 -0.490 1.577 0.127
C -1.619 4.089 2.401 -0.064
N -2.391 5.302 2.613 -0.190
C -3.101 5.794 1.457 -0.051
C -2.283 6.015 3.767 -0.320
O -2.949 7.018 3.982 -0.014
H -1.134 3.586 3.229 0.056
H -0.832 4.309 1.669 0.095
H -2.248 3.351 1.898 0.077
H -3.641 5.027 0.907 0.075
H -3.782 6.570 1.800 0.083
H -2.363 6.268 0.803 0.094
H -1.527 5.636 4.469 0.130
C 3.601 1.073 -1.755 -0.074
N 4.011 -0.267 -2.109 -0.188
C 4.767 -0.944 -1.063 -0.033
C 3.779 -0.817 -3.313 -0.342
O 4.179 -1.912 -3.669 -0.005
H 3.172 1.098 -0.749 0.087
H 2.926 1.591 -2.434 0.081
H 4.490 1.708 -1.647 0.089
H 5.141 -1.861 -1.524 0.085
H 5.640 -0.396 -0.717 0.089
H 4.095 -1.257 -0.265 0.082
H 3.078 -0.189 -3.889 0.120
C -0.873 2.217 -4.406 -0.037
N -1.268 0.851 -4.658 -0.180
C -2.674 0.579 -4.475 -0.057
C -0.402 -0.137 -4.939 -0.344
O 0.807 -0.042 -5.028 0.004
H -1.032 2.439 -3.350 0.052
H -1.521 2.877 -4.990 0.095
H 0.156 2.451 -4.664 0.095
H -3.116 1.250 -3.737 0.067
H -3.254 0.733 -5.392 0.093
H -2.871 -0.440 -4.143 0.092
H -0.921 -1.100 -5.093 0.136
C -5.089 3.329 -2.643 -0.061
N -3.981 4.264 -2.499 -0.195
C -4.102 5.517 -3.216 -0.038
C -2.925 3.980 -1.701 -0.372
O -1.997 4.737 -1.503 0.009
H -4.822 2.409 -2.123 0.078
H -5.177 3.069 -3.701 0.085
H -6.043 3.712 -2.287 0.089
H -4.202 5.379 -4.292 0.089
H -4.977 6.032 -2.811 0.094
H -3.229 6.131 -3.010 0.087
H -3.065 2.982 -1.248 0.129
C 0.795 -6.280 1.564 -0.068
N 1.328 -5.326 0.624 -0.185
C 1.134 -5.595 -0.780 -0.043
C 1.897 -4.172 1.037 -0.317
O 2.382 -3.411 0.235 0.011
H -0.174 -5.989 1.988 0.088
H 1.423 -6.442 2.447 0.083
H 0.680 -7.264 1.115 0.086
H 1.564 -4.804 -1.394 0.068
H 1.674 -6.513 -1.018 0.097
H 0.085 -5.618 -1.085 0.097
H 1.859 -4.012 2.120 0.122
C 0.187 1.750 4.662 -0.048
N -0.028 2.280 6.003 -0.190
C -0.771 1.497 6.952 -0.079
C 0.441 3.508 6.350 -0.346
O 0.965 4.290 5.588 0.014
H 0.774 0.829 4.728 0.074
H 0.760 2.482 4.107 0.087
H -0.737 1.453 4.170 0.076
H -1.824 1.413 6.649 0.088
H -0.473 0.448 7.034 0.081
H -0.769 1.952 7.941 0.079
H 0.299 3.639 7.437 0.129
```

Summary:
LUMO energy ... 0.255 eV
Calculated total energy ... -2236.52773 Ha
Frontier orbital gap ... 8.6 eV
SMILES ... CN(C)C=O.CN(C)C=O.CN(C)C=O.CN(C)C=O.CN(C)C=O.CN(C)C=O.CN(C)C=O.CN(C)C=O.CN(C)C=O

---

[4]
This record from the OMol25 dataset describes C5H13N2 as an isolated structure at a distorted geometry. The level of theory is ωB97M-V with the def2-TZVPD basis set.

```
20
Properties=species:S:1:pos:R:3:lowdin_charge:R:1
C 0.474 2.075 0.277 0.102
C 0.829 0.895 -0.151 -0.041
C -1.443 -0.281 1.230 0.025
C -1.446 -0.341 -1.350 -0.025
C 2.042 0.026 -0.240 -0.210
N -0.712 -0.283 -0.079 -0.124
N 1.660 -1.299 0.287 -0.020
H -0.515 2.357 0.418 0.065
H 1.187 2.899 0.321 0.107
H -0.814 0.038 1.953 0.061
H -2.292 0.391 1.056 0.120
H -1.649 -1.240 1.402 0.063
H -1.815 -1.343 -1.532 0.114
H -2.330 0.356 -1.445 0.127
H -0.896 0.111 -2.034 0.041
H 2.473 -0.153 -1.296 0.158
H 2.904 0.376 0.377 0.141
H 1.352 -1.300 1.251 0.088
H 2.500 -1.866 0.169 0.101
H -0.218 -1.178 -0.245 0.107
```

Summary:
LUMO energy ... -3.602 eV
Charge ... +1
Calculated total energy ... -307.45170 Ha
Frontier orbital gap ... 10.5 eV

---

[5]
This record from the OMol25 dataset describes an isolated ion of composition C5H11N2 and charge +1 at a distorted geometry. The level of theory is ωB97M-V with the def2-TZVPD basis set.

```
18
Properties=species:S:1:pos:R:3:lowdin_charge:R:1
C -0.031 -1.091 -0.046 -0.423
C 0.874 -0.317 -1.004 -0.079
C 0.929 1.244 0.824 0.107
C -1.206 -0.444 0.455 -0.032
C -2.117 0.424 -0.296 -0.076
N 0.467 -2.198 0.339 0.183
N 1.751 0.455 -0.082 0.006
H 1.463 -1.008 -1.609 0.141
H 0.316 0.367 -1.641 0.125
H 0.410 2.074 0.380 0.091
H 1.260 1.328 1.841 0.090
H -1.553 -0.773 1.427 0.125
H -1.703 0.814 -1.220 0.076
H -2.489 1.238 0.326 0.097
H -3.003 -0.170 -0.553 0.109
H -0.079 -2.735 1.006 0.080
H 2.282 -0.237 0.464 0.185
H 2.429 1.028 -0.609 0.196
```

Summary:
LUMO energy (spin up / spin down) ... -5.079 / -4.789 eV
Charge ... +1
Calculated total energy ... -306.24441 Ha
Frontier orbital gap (spin up / spin down) ... 7.6 / 9.3 eV

---

[6]
This record from the OMol25 dataset describes C29H50BrCaNOP2 as an isolated structure at a distorted geometry. The level of theory is ωB97M-V with the def2-TZVPD basis set.

```
85
Properties=species:S:1:pos:R:3:lowdin_charge:R:1
N 0.251 -4.615 4.187 0.059
C -0.909 -4.890 3.601 -0.129
C -1.152 -4.588 2.258 -0.032
C -0.143 -3.914 1.528 -0.243
C 1.095 -3.673 2.168 -0.023
C 1.228 -4.020 3.524 -0.123
C -0.400 -3.528 0.129 -0.257
Ca -1.741 -2.021 -1.054 1.398
P -1.839 -0.516 -3.774 0.987
C 0.443 -2.659 -0.601 -0.235
C 1.101 -1.474 -0.098 -0.273
C 2.152 -0.884 -0.874 -0.051
C 2.595 0.366 -0.596 -0.148
C 1.789 1.291 0.256 -0.818
C 0.949 0.547 1.229 -0.165
C 0.666 -0.779 1.075 -0.046
Br 0.629 2.399 -0.890 0.838
H -0.989 -4.288 -0.444 0.113
H 0.744 -2.989 -1.600 0.125
H -2.054 -4.952 1.765 0.108
H 1.958 -3.312 1.624 0.114
H -1.684 -5.375 4.185 0.111
H 2.166 -3.799 4.027 0.112
H 2.582 -1.445 -1.729 0.143
H 0.044 -1.275 1.843 0.124
H 3.453 0.775 -1.117 0.081
H 0.466 1.103 2.029 0.105
P 2.879 2.564 1.181 1.017
C -2.676 -2.075 -3.360 -0.566
C -3.443 -2.838 -4.467 -0.115
H -3.412 -1.925 -2.520 0.062
H -1.836 -2.767 -3.058 0.046
H -3.866 -3.732 -3.996 0.083
H -4.276 -2.252 -4.868 0.088
H -2.767 -3.169 -5.265 0.090
C -0.018 -0.281 -3.533 -0.438
C 0.603 0.672 -4.574 -0.138
H 0.457 -1.267 -3.601 0.074
H 0.210 0.127 -2.533 0.007
H 1.700 0.641 -4.489 0.082
H 0.341 0.379 -5.602 0.084
H 0.304 1.720 -4.428 0.059
C -2.447 1.009 -2.961 -0.432
C -2.616 2.092 -4.038 -0.147
H -1.712 1.367 -2.224 0.007
H -3.398 0.818 -2.438 0.071
H -2.824 3.055 -3.551 0.083
H -1.706 2.222 -4.645 0.057
H -3.445 1.844 -4.714 0.082
C 1.800 3.782 1.989 -0.337
C 2.092 5.274 1.793 -0.114
H 1.811 3.535 3.061 0.088
H 0.793 3.561 1.609 0.054
H 3.075 5.562 2.191 0.088
H 2.027 5.574 0.738 0.080
H 1.332 5.841 2.347 0.091
C 3.822 3.228 -0.220 -0.336
C 5.174 2.567 -0.450 -0.115
H 3.911 4.309 -0.033 0.096
H 3.173 3.127 -1.097 0.052
H 5.820 2.690 0.428 0.080
H 5.084 1.495 -0.676 0.066
H 5.632 3.061 -1.316 0.097
C 3.905 1.703 2.402 -0.306
C 3.349 1.479 3.819 -0.112
H 4.852 2.272 2.439 0.102
H 4.114 0.726 1.932 0.107
H 2.398 0.936 3.780 0.070
H 4.080 0.854 4.356 0.093
H 3.227 2.411 4.392 0.081
C -3.247 -1.118 3.100 -0.052
C -3.615 -1.602 1.709 -0.203
O -2.786 -0.997 0.648 -0.379
C -2.645 0.466 0.721 -0.244
C -3.983 1.165 0.611 -0.045
H -2.167 -1.169 3.271 0.085
H -3.734 -1.759 3.847 0.103
H -3.602 -0.096 3.269 0.081
H -3.437 -2.679 1.607 0.110
H -4.670 -1.406 1.467 0.128
H -2.109 0.709 1.648 0.114
H -1.986 0.752 -0.107 0.076
H -4.637 0.881 1.444 0.081
H -3.837 2.255 0.651 0.104
H -4.472 0.919 -0.340 0.081
```

Summary:
LUMO energy ... -6.101 eV
Charge ... +2
Calculated total energy ... -5198.73962 Ha
Frontier orbital gap ... 5.9 eV

---

Question: What is the calculated total energy in the fourth record?
Answer: -307.45170 Ha